No. 1
Formula: C23H66O10
Source: the Open Molecules 2025 dataset
Level of theory: ωB97M-V/def2-TZVPD

Geometry (Å):
1 C -0.36 -4.31 -1.85
2 C -1.02 -3.42 -0.82
3 O -0.01 -2.76 -0.09
4 H -1.10 -4.71 -2.55
5 H 0.17 -5.15 -1.40
6 H 0.33 -3.71 -2.45
7 H -1.76 -4.00 -0.26
8 H -1.61 -2.68 -1.37
9 H -0.40 -2.14 0.54
10 C -3.42 4.45 0.42
11 C -2.95 3.64 -0.77
12 O -4.07 3.21 -1.54
13 H -4.09 3.85 1.04
14 H -3.91 5.37 0.10
15 H -2.56 4.82 0.99
16 H -2.38 2.78 -0.43
17 H -2.29 4.28 -1.37
18 H -3.89 3.37 -2.47
19 C -0.60 -2.71 6.00
20 C 0.59 -2.08 5.29
21 O 0.16 -0.95 4.51
22 H -0.90 -2.13 6.88
23 H -0.36 -3.71 6.38
24 H -1.45 -2.76 5.33
25 H 1.00 -2.80 4.59
26 H 1.33 -1.75 6.02
27 H 0.30 -0.14 5.00
28 C -4.12 -0.33 1.84
29 C -4.76 -1.05 0.68
30 O -5.89 -1.81 1.14
31 H -4.71 0.53 2.17
32 H -3.16 0.12 1.52
33 H -3.86 -0.99 2.66
34 H -3.98 -1.69 0.24
35 H -5.15 -0.39 -0.09
36 H -5.91 -2.65 0.68
37 C 2.81 2.14 2.90
38 C 4.25 2.59 2.90
39 O 4.99 1.64 2.11
40 H 2.43 2.00 1.88
41 H 2.19 2.85 3.44
42 H 2.79 1.16 3.39
43 H 4.64 2.57 3.92
44 H 4.40 3.58 2.46
45 H 5.92 1.86 2.13
46 C 4.14 0.44 -2.73
47 C 3.76 0.82 -1.32
48 O 4.81 1.60 -0.75
49 H 4.51 1.28 -3.30
50 H 3.27 -0.02 -3.23
51 H 4.90 -0.35 -2.77
52 H 3.62 -0.10 -0.73
53 H 2.83 1.40 -1.34
54 H 4.70 1.66 0.21
55 C 0.36 0.50 0.00
56 C 0.31 0.37 1.51
57 O -0.41 -0.80 1.86
58 H 0.78 -0.38 -0.49
59 H 0.81 1.45 -0.28
60 H -0.68 0.55 -0.33
61 H -0.14 1.26 1.97
62 H 1.34 0.26 1.88
63 H -0.41 -0.87 2.83
64 C 0.48 3.24 -2.87
65 C 0.29 2.08 -3.79
66 C -0.90 2.24 -4.70
67 O 1.53 1.87 -4.47
68 H 0.91 4.09 -3.42
69 H 1.23 3.03 -2.10
70 H -0.45 3.55 -2.40
71 H 0.14 1.21 -3.13
72 H -1.86 2.22 -4.18
73 H -0.98 1.40 -5.40
74 H -0.84 3.19 -5.25
75 H 1.53 0.95 -4.75
76 C -4.04 -0.15 -4.43
77 C -3.03 -0.86 -3.55
78 C -2.76 -0.08 -2.29
79 O -3.61 -2.14 -3.15
80 H -3.80 0.91 -4.54
81 H -5.04 -0.19 -4.01
82 H -4.03 -0.55 -5.45
83 H -2.08 -1.11 -4.03
84 H -2.28 0.88 -2.52
85 H -2.12 -0.58 -1.58
86 H -3.72 0.28 -1.90
87 H -4.49 -2.21 -3.55
88 C 3.12 -1.58 1.02
89 C 3.61 -2.15 2.33
90 C 3.74 -3.66 2.32
91 O 4.93 -1.63 2.68
92 H 2.10 -1.94 0.86
93 H 3.68 -2.00 0.19
94 H 3.13 -0.50 1.03
95 H 3.02 -1.83 3.20
96 H 4.41 -4.01 1.53
97 H 2.75 -4.12 2.23
98 H 4.08 -4.01 3.30
99 H 5.18 -0.91 2.10

Energy above the lowest of the compared OMol25 structures with the same formula, charge and spin in kcal/mol: 13.9
HOMO energy in eV: -9.648
Structure (SMILES): CC(C)O.CC(C)O.CC(C)O.CCO.CCO.CCO.CCO.CCO.CCO.CCO
HOMO-LUMO gap in eV: 9.930

No. 2
Formula: C23H67N3O14
Source: the Open Molecules 2025 dataset
Level of theory: ωB97M-V/def2-TZVPD

Geometry (Å):
1 C -0.59 -0.29 0.95
2 O -1.49 -1.28 0.54
3 H 0.21 -0.79 1.50
4 H -0.21 0.31 0.12
5 H -1.15 0.39 1.59
6 H -2.18 -0.90 0.00
7 C -0.29 -2.04 -2.79
8 C -1.27 -3.23 -2.37
9 C -2.67 -3.23 -3.04
10 O -2.61 -3.42 -4.46
11 C -2.81 -2.33 -5.15
12 N -0.60 -4.49 -2.73
13 H -0.85 -1.19 -2.39
14 H -0.17 -1.99 -3.87
15 H 0.71 -2.03 -2.35
16 H -1.65 -3.34 -1.35
17 H -3.04 -2.29 -2.65
18 H -3.45 -3.94 -2.75
19 H -2.14 -1.51 -4.88
20 H -3.78 -1.88 -4.94
21 H -2.74 -2.44 -6.24
22 H -1.33 -5.14 -2.47
23 H -0.73 -4.57 -3.73
24 C 2.94 5.16 -1.76
25 C 3.38 4.51 -3.10
26 C 2.72 3.14 -3.42
27 O 2.92 2.40 -2.26
28 C 2.57 1.02 -2.34
29 N 3.23 5.45 -4.20
30 H 3.20 4.53 -0.91
31 H 1.88 5.21 -1.99
32 H 3.31 6.17 -1.57
33 H 4.45 4.33 -3.16
34 H 3.17 2.80 -4.35
35 H 1.65 3.10 -3.63
36 H 1.50 0.94 -2.16
37 H 3.12 0.50 -1.56
38 H 2.95 0.68 -3.31
39 H 3.61 6.34 -3.91
40 H 3.59 5.11 -5.09
41 C 5.02 -2.01 0.24
42 C 4.56 -1.14 1.44
43 C 5.47 0.12 1.68
44 O 5.59 0.95 0.55
45 C 6.31 2.13 0.72
46 N 3.20 -0.80 1.29
47 H 4.92 -1.48 -0.70
48 H 4.42 -2.92 0.26
49 H 6.09 -2.04 0.43
50 H 4.63 -1.60 2.43
51 H 6.47 -0.25 1.90
52 H 5.12 0.70 2.54
53 H 6.22 2.64 -0.24
54 H 7.38 1.95 0.76
55 H 5.99 2.79 1.52
56 H 3.13 -0.58 0.30
57 H 2.97 0.01 1.84
58 C -2.43 2.54 3.16
59 C -2.09 1.68 4.31
60 O -3.03 0.65 4.51
61 O -3.58 3.32 3.54
62 H -2.55 1.98 2.24
63 H -1.66 3.29 2.99
64 H -2.01 2.26 5.23
65 H -1.13 1.19 4.13
66 H -2.85 0.39 5.42
67 H -3.54 3.65 4.44
68 C -3.58 1.29 -1.56
69 C -3.20 2.12 -0.41
70 O -4.36 2.33 0.37
71 O -3.94 0.04 -1.04
72 H -2.77 1.30 -2.29
73 H -4.41 1.75 -2.09
74 H -2.78 3.04 -0.82
75 H -2.37 1.72 0.16
76 H -4.60 1.54 0.85
77 H -4.81 0.28 -0.70
78 C -4.37 -5.18 0.63
79 C -5.02 -4.20 -0.30
80 O -4.17 -3.05 -0.34
81 O -4.41 -4.58 1.84
82 H -3.36 -5.22 0.23
83 H -4.79 -6.18 0.70
84 H -6.04 -3.96 0.00
85 H -5.03 -4.55 -1.34
86 H -4.75 -2.35 -0.64
87 H -5.34 -4.68 2.07
88 C 1.11 3.68 0.80
89 C 2.19 2.63 1.10
90 O 1.72 1.69 2.02
91 O 0.47 3.49 -0.45
92 H 1.33 4.75 0.91
93 H 0.26 3.68 1.48
94 H 2.99 3.19 1.59
95 H 2.58 2.12 0.23
96 H 1.63 2.17 2.85
97 H 1.15 3.43 -1.12
98 C -0.55 -3.33 3.34
99 C -0.89 -2.90 4.75
100 O -1.79 -1.88 4.85
101 O -1.64 -3.87 2.67
102 H 0.16 -4.15 3.40
103 H -0.07 -2.44 2.91
104 H 0.01 -2.87 5.38
105 H -1.35 -3.69 5.34
106 H -1.96 -1.77 5.79
107 H -1.23 -4.55 2.13

Charge: +1
2S+1: 2
Energy above the lowest of the compared OMol25 structures with the same formula, charge and spin in kcal/mol: 106.1
HOMO energy (alpha / beta) in eV: -10.270 / -10.239
HOMO-LUMO gap (alpha / beta) in eV: 6.715 / 1.379

> Which formula does entry 1 have?

C23H66O10